# 1
DFT (ωB97M-V/def2-TZVPD) results for a structure of composition C4H16N3PdS.

Last column: Löwdin spin population.
CARTESIAN COORDINATES (ANGSTROEM)
C1 -2.131 -0.618 -1.738  0.36
Pd1 -0.535 -0.131 -0.653  1.19
N1 2.088 0.510 1.088  0.15
H1 -0.853 -1.634 -1.150  0.19
H2 2.093 1.550 1.111  0.01
H3 1.306 0.228 0.425  0.16
H4 -1.914 -1.098 -2.707  0.02
H5 -2.476 0.412 -1.934  0.04
H6 -2.868 -1.164 -1.132  0.02
H7 1.834 0.163 2.029  0.01
H8 2.979 0.105 0.792  0.01
C2 -0.309 2.025 3.664  0.03
N2 -1.004 2.280 2.378  0.21
C3 -0.361 2.579 1.237  0.52
S1 -0.938 2.187 -0.323  0.84
N3 0.842 3.269 1.332  0.16
C4 0.879 4.485 2.188  0.03
H9 0.723 2.395 3.637  0.00
H10 -0.311 0.946 3.880  0.01
H11 -0.850 2.540 4.469  0.00
H12 -1.847 1.724 2.225  0.01
H13 1.139 3.512 0.374  0.01
H14 1.853 4.532 2.689  0.00
H15 0.761 5.379 1.564  0.00
H16 0.081 4.450 2.932  0.00

**⟨S²⟩**: 6.015
**Multiplicity**: 5
**Charge**: +1


# 2
DFT (ωB97M-V/def2-TZVPD) results for a cluster of 2 separate species, C4H16N4 in total.

Last column: Mulliken charge in e.
CARTESIAN COORDINATES (ANGSTROEM)
C1 -0.795 0.015 2.730  -0.83
C2 1.340 -0.828 2.026  -0.83
N1 0.417 0.285 1.966  -0.36
N2 0.096 0.563 0.589  -0.29
N3 -0.020 1.974 0.373  -0.66
H1 -0.901 -0.207 -0.844  0.50
H2 -0.824 2.349 0.880  0.21
H3 0.805 2.455 0.739  0.23
H4 -1.310 -0.898 2.386  0.27
H5 1.595 -1.035 3.067  0.32
H6 -0.553 -0.082 3.792  0.34
H7 -1.485 0.853 2.618  0.23
H8 2.257 -0.566 1.497  0.26
H9 0.918 -1.756 1.593  0.25
C3 0.183 -1.502 -2.215  -0.89
C4 -0.640 0.789 -2.722  -0.91
N4 -0.294 -0.215 -1.713  -0.22
H10 0.488 0.136 -0.827  0.47
H11 0.333 -2.176 -1.372  0.28
H12 -1.396 0.400 -3.406  0.33
H13 -0.547 -1.928 -2.905  0.32
H14 1.128 -1.362 -2.748  0.33
H15 0.249 1.075 -3.290  0.33
H16 -1.045 1.661 -2.213  0.31

**Energy above the lowest of the compared OMol25 structures with the same formula, charge and spin**: 99.8 kcal per mole


# 3
DFT (ωB97M-V/def2-TZVPD) results for a cluster of 2 separate species, C4H16N4 in total.

Last column: Löwdin spin population.
CARTESIAN COORDINATES (ANGSTROEM)
C1 -1.291 0.564 1.870  0.03
C2 -1.533 1.800 1.011  0.01
N1 -2.959 1.865 0.640  0.05
N2 0.144 0.481 2.194  0.24
H1 -1.930 0.636 2.773  0.02
H2 -1.563 -0.341 1.289  0.00
H3 -1.185 2.693 1.521  0.00
H4 -0.956 1.666 0.106  0.00
H5 -3.142 2.614 -0.038  0.00
H6 -3.509 2.068 1.445  0.00
H7 0.424 1.232 2.822  0.01
H8 0.329 -0.388 2.686  0.01
C3 0.951 -1.625 -2.010  0.06
C4 1.854 -1.023 -0.917  0.04
N3 3.231 -1.534 -1.125  0.15
N4 -0.444 -1.202 -1.778  0.30
H9 1.343 -1.313 -3.012  0.03
H10 1.040 -2.685 -1.906  0.00
H11 1.785 0.100 -1.007  0.01
H12 1.490 -1.378 0.127  0.00
H13 3.805 -1.280 -0.361  0.01
H14 3.660 -1.024 -1.926  0.00
H15 -0.478 -0.207 -1.984  0.01
H16 -1.063 -1.717 -2.423  0.01

**⟨S²⟩**: 0.757
**Multiplicity**: 2
**Charge**: +1
**Energy above the lowest of the compared OMol25 structures with the same formula, charge and spin**: 22.7 kcal per mole


no.,DFT total energy (a.u.)
1,-851.80494
2,-380.85678
3,-380.65716